No. 1
The following is a quantum chemistry calculation of the ion C17H30N with charge +1, from OMol25.

Cartesian coordinates (Å):
C -0.01 -5.53 -2.34
H -2.44 -2.54 -2.47
H 0.67 -6.36 -2.33
C 2.26 5.16 -0.55
C -0.50 -3.22 -1.84
H -2.07 -1.68 1.44
H 1.35 -2.67 0.85
H 0.39 1.68 3.34
H 1.91 3.82 1.88
C 0.17 2.63 1.43
H 1.00 -1.77 -1.41
H -1.26 0.35 2.06
H -0.07 -3.71 0.64
H 0.35 6.12 -0.73
C 0.27 -2.73 0.97
H -0.28 0.39 -0.16
C 0.38 5.17 1.18
C -2.15 -4.60 -2.93
N -0.39 -1.68 0.17
H 0.03 -2.62 2.02
C 0.37 -4.31 -1.82
C 0.58 1.43 2.29
H -2.34 -0.94 -0.14
H 2.75 5.96 0.01
C 0.83 3.92 1.94
C 0.75 5.20 -0.30
C 0.13 -0.33 0.55
H -2.22 -2.70 0.01
H 0.57 4.05 2.99
C -1.28 -5.68 -2.89
H 0.82 6.04 1.66
C -1.76 -3.38 -2.41
C -0.19 0.15 1.96
H -0.58 -1.09 -1.84
C -1.84 -1.75 0.38
H 1.37 -4.19 -1.42
H 1.65 1.26 2.18
H 1.22 -0.35 0.43
H -1.58 -6.63 -3.30
H 0.46 2.47 0.40
H 2.69 4.21 -0.24
H -3.13 -4.71 -3.37
H 2.47 5.30 -1.60
H -0.71 5.26 1.27
H 0.09 -0.60 2.70
H -0.92 2.75 1.47
H 0.28 4.36 -0.83
C -0.08 -1.89 -1.29

Computed properties:
* SMILES: CCCCCCCC[N+](C)(C)Cc1ccccc1
* orbital gap: 10.46 eV
* energy above the lowest of the compared OMol25 structures with the same formula, charge and spin: 0.00 kcal per mole
* total charge: +1
* DFT total energy: -19600.1655 eV
* E_HOMO: -12.8 eV

No. 2
The following is a quantum chemistry calculation of a structure of composition C4H7Br6NO, from OMol25.

Cartesian coordinates (Å):
H 1.63 -2.59 1.92
Br 3.42 -1.11 0.54
Br -2.53 0.10 -1.16
Br 2.87 -4.29 0.57
H 1.64 1.97 -1.90
Br -2.82 -2.99 -0.39
H -1.33 3.00 0.74
O -0.21 3.61 -1.37
Br 0.69 -2.33 -0.53
H 1.51 1.05 -0.35
C 0.01 2.60 -0.72
H -0.07 1.82 1.15
H -1.39 -1.09 0.74
C -2.42 -1.15 0.38
H 0.27 0.78 -1.61
N -0.50 2.48 0.51
C 0.97 1.50 -1.18
C 2.06 -2.50 0.92
Br -3.79 -0.87 1.75

Computed properties:
* orbital gap: 8.95 eV
* total charge: 0
* DFT total energy: -428053.0265 eV
* E_HOMO: -9.7 eV